Density functional theory data (the ωB97M-V functional and the def2-TZVPD basis) for a cluster of 10 separate species, C56H132O38P8 in total in a non-equilibrium geometry.

## Properties
Highest occupied orbital energy in eV: -9.923
LUMO level in eV: 0.04
Net charge: 0

Positions of all 234 atoms, in Å:
C (11.5549, 17.6769, 20.5967)
C (12.6992, 18.0034, 19.6573)
O (12.1132, 18.4953, 18.4430)
P (12.8826, 18.1584, 17.0251)
O (14.4037, 18.2707, 17.1017)
O (12.4379, 16.6028, 16.6673)
C (11.0344, 16.2784, 16.6735)
C (10.9367, 14.8340, 17.1479)
O (12.1458, 19.0924, 15.8702)
C (10.7752, 19.5402, 15.9995)
C (10.6062, 21.0365, 15.7468)
H (11.8658, 17.1110, 21.4749)
H (11.1348, 18.6558, 20.8279)
H (10.8207, 17.0789, 20.0570)
H (13.3151, 18.7708, 20.1262)
H (13.3968, 17.1736, 19.5441)
H (10.3937, 16.8669, 17.3302)
H (10.5614, 16.4879, 15.7141)
H (11.3858, 14.2557, 16.3404)
H (11.4553, 14.6052, 18.0789)
H (9.9565, 14.3743, 17.2744)
H (10.1524, 18.9358, 15.3401)
H (10.4995, 19.1867, 16.9931)
H (10.8261, 21.3882, 14.7388)
H (9.6074, 21.3785, 16.0180)
H (11.2394, 21.6039, 16.4290)
C (18.1033, 15.2570, 11.8789)
C (19.4801, 14.5603, 11.6313)
O (19.1412, 13.2513, 11.4633)
P (20.3469, 12.2217, 11.1196)
O (21.4881, 12.8516, 10.3775)
O (20.6982, 11.5346, 12.5627)
C (19.6700, 11.1365, 13.4431)
C (20.2249, 10.1375, 14.5019)
O (19.6279, 10.9922, 10.2673)
C (19.1098, 11.1967, 9.0187)
C (17.6605, 11.7753, 9.1911)
H (17.7148, 15.0330, 12.8724)
H (18.1410, 16.3463, 11.8761)
H (17.3552, 15.1167, 11.0987)
H (19.9791, 14.9055, 10.7258)
H (20.1466, 14.6041, 12.4926)
H (19.2330, 11.9773, 13.9819)
H (18.7906, 10.7249, 12.9478)
H (19.4424, 10.0872, 15.2589)
H (20.4098, 9.1699, 14.0352)
H (21.1620, 10.4999, 14.9246)
H (19.7790, 11.8385, 8.4457)
H (19.1002, 10.2748, 8.4371)
H (17.0100, 11.7491, 8.3170)
H (17.2083, 11.1988, 9.9981)
H (17.7150, 12.8440, 9.3986)
C (9.3883, 21.6190, 19.2452)
C (10.6947, 22.0352, 19.9881)
O (11.7957, 22.1006, 19.1881)
P (12.9560, 23.2754, 19.4025)
O (13.5976, 23.3082, 20.7421)
O (13.9568, 23.1657, 18.1012)
C (14.5184, 21.9088, 17.6700)
C (14.8125, 21.9327, 16.1995)
O (12.0953, 24.6253, 19.0969)
C (11.5704, 24.8958, 17.7984)
C (10.2310, 25.5793, 18.0247)
H (9.5739, 20.7011, 18.6874)
H (8.5160, 21.3894, 19.8572)
H (9.0703, 22.2986, 18.4546)
H (10.5550, 22.9100, 20.6232)
H (11.0146, 21.2549, 20.6787)
H (15.4678, 21.7505, 18.1815)
H (13.9302, 21.0290, 17.9308)
H (15.1722, 20.9722, 15.8307)
H (13.8336, 22.1030, 15.7514)
H (15.5041, 22.7217, 15.9042)
H (12.3294, 25.4950, 17.2954)
H (11.4677, 24.0094, 17.1725)
H (9.5404, 25.5309, 17.1828)
H (9.6840, 25.0796, 18.8242)
H (10.3094, 26.6513, 18.2057)
C (12.4857, 9.9162, 16.6853)
C (13.2234, 10.5872, 15.5167)
O (13.6080, 11.9306, 15.7927)
P (15.2297, 12.2155, 15.6756)
O (16.0816, 11.0023, 15.8928)
O (15.3895, 12.9399, 14.2157)
C (15.1846, 12.1633, 13.0095)
C (15.2846, 13.0264, 11.7478)
O (15.4882, 13.3391, 16.7232)
C (16.7660, 14.0519, 16.8263)
C (16.6153, 15.2631, 17.6624)
H (11.6094, 10.4916, 16.9838)
H (12.1508, 8.8961, 16.4973)
H (13.1856, 9.7816, 17.5100)
H (14.0280, 9.9503, 15.1494)
H (12.5116, 10.4751, 14.6988)
H (15.8714, 11.3168, 13.0133)
H (14.1892, 11.7298, 13.1056)
H (14.9437, 14.0582, 11.8328)
H (16.3145, 13.2362, 11.4589)
H (14.8197, 12.5528, 10.8831)
H (17.4783, 13.3640, 17.2818)
H (17.0890, 14.3777, 15.8375)
H (16.4232, 15.0362, 18.7110)
H (17.4872, 15.9164, 17.6946)
H (15.7390, 15.8402, 17.3670)
C (17.6579, 23.6725, 9.4793)
C (17.4646, 22.3621, 10.1537)
O (18.5773, 22.0640, 10.9427)
P (18.7013, 20.5424, 11.7033)
O (17.6939, 20.2859, 12.8113)
O (18.7098, 19.4548, 10.4576)
C (17.4176, 18.7622, 10.1787)
C (17.6519, 17.9196, 8.9823)
O (20.2620, 20.5021, 12.1825)
C (20.5504, 20.3535, 13.6185)
C (21.6868, 21.3402, 13.9742)
H (16.7915, 24.0138, 8.9127)
H (17.8396, 24.5120, 10.1503)
H (18.5124, 23.6372, 8.8035)
H (16.5623, 22.4024, 10.7640)
H (17.2015, 21.5536, 9.4717)
H (17.0329, 18.2035, 11.0319)
H (16.5968, 19.4314, 9.9206)
H (16.7326, 17.5620, 8.5184)
H (18.1751, 18.3725, 8.1402)
H (18.2054, 17.0197, 9.2505)
H (19.7030, 20.6791, 14.2219)
H (20.9601, 19.3799, 13.8875)
H (21.4948, 22.0145, 14.8088)
H (22.6821, 20.9649, 14.2120)
H (21.9978, 21.9753, 13.1447)
C (20.4441, 20.9346, 8.0570)
C (21.4146, 21.9860, 8.6420)
O (22.7588, 21.4687, 8.4042)
P (23.5313, 20.2999, 9.2359)
O (24.7181, 19.7411, 8.5867)
O (23.7825, 21.0826, 10.6247)
C (24.4942, 22.3453, 10.6458)
C (23.8557, 23.3816, 11.6560)
O (22.3919, 19.1566, 9.7419)
C (22.7000, 18.0500, 10.5372)
C (21.5216, 17.1089, 10.6388)
H (20.8614, 20.4804, 7.1583)
H (20.1725, 20.1813, 8.7964)
H (19.4903, 21.3349, 7.7132)
H (21.2485, 22.8705, 8.0271)
H (21.2991, 22.2659, 9.6891)
H (25.5480, 22.1254, 10.8165)
H (24.4412, 22.7687, 9.6428)
H (22.7868, 23.4967, 11.4765)
H (23.8487, 22.8262, 12.5938)
H (24.4469, 24.2972, 11.6373)
H (23.5198, 17.4699, 10.1137)
H (23.0762, 18.4346, 11.4852)
H (20.7358, 17.5429, 11.2570)
H (21.2873, 16.8303, 9.6114)
H (21.7570, 16.1814, 11.1608)
C (22.8378, 20.0225, 18.3664)
C (21.3357, 20.2142, 17.9606)
O (20.9136, 21.4009, 18.6375)
P (20.6866, 22.7412, 17.7378)
O (19.9597, 22.5376, 16.4926)
O (20.1251, 23.9359, 18.6887)
C (19.0113, 24.7320, 18.2649)
C (18.1451, 25.1120, 19.4414)
O (22.2062, 23.3077, 17.4215)
C (22.3850, 24.4389, 16.5468)
C (22.5616, 25.7461, 17.3969)
H (23.1844, 19.0309, 18.0755)
H (23.4456, 20.8692, 18.0475)
H (22.9314, 20.1302, 19.4470)
H (21.2022, 20.2933, 16.8817)
H (20.7902, 19.3343, 18.3016)
H (19.4413, 25.6343, 17.8300)
H (18.3617, 24.3121, 17.4969)
H (17.8203, 26.1409, 19.2866)
H (17.3836, 24.3597, 19.6472)
H (18.6671, 25.3382, 20.3711)
H (23.2015, 24.3148, 15.8355)
H (21.4730, 24.5963, 15.9710)
H (22.6063, 26.6883, 16.8507)
H (21.6810, 25.9232, 18.0144)
H (23.4195, 25.6571, 18.0634)
C (23.2323, 13.0786, 13.5107)
C (24.5271, 13.9191, 13.7388)
O (24.3550, 15.2773, 14.2203)
P (23.9393, 15.4305, 15.8143)
O (24.8637, 14.7004, 16.7970)
O (23.7742, 17.0691, 16.0196)
C (23.0267, 17.8381, 15.1311)
C (24.0829, 18.5179, 14.2968)
O (22.4281, 14.8370, 15.8343)
C (21.7397, 14.8510, 17.0835)
C (20.3330, 14.1600, 16.8637)
H (23.3900, 12.0183, 13.3134)
H (22.5850, 13.0065, 14.3846)
H (22.7027, 13.5621, 12.6898)
H (25.1212, 13.3514, 14.4549)
H (25.1174, 13.8349, 12.8263)
H (22.3555, 17.2899, 14.4700)
H (22.3737, 18.4905, 15.7108)
H (23.7356, 19.1767, 13.5009)
H (24.7374, 19.0682, 14.9728)
H (24.8214, 17.8753, 13.8175)
H (22.2439, 14.3684, 17.9208)
H (21.5964, 15.9073, 17.3109)
H (20.5218, 13.1638, 16.4636)
H (19.7358, 14.1451, 17.7754)
H (19.7738, 14.6766, 16.0836)
C (13.9035, 19.2075, 13.1874)
C (14.1803, 17.6653, 12.7495)
C (13.1510, 16.5598, 13.0386)
O (13.2078, 15.8639, 11.8438)
C (13.8860, 16.5052, 10.8810)
O (14.0277, 16.1347, 9.7894)
O (14.3076, 17.6611, 11.3857)
H (13.2059, 19.7253, 12.5291)
H (14.7995, 19.8260, 13.1342)
H (13.5418, 19.3038, 14.2112)
H (15.1417, 17.3498, 13.1548)
H (12.1176, 16.8491, 13.2297)
H (13.4403, 15.9302, 13.8801)
C (17.9386, 20.0683, 16.7480)
C (18.0025, 18.5974, 16.3878)
C (17.0386, 18.0741, 15.3390)
O (17.7772, 17.0521, 14.7207)
C (19.0212, 17.3398, 14.7883)
O (19.9132, 16.9176, 14.0305)
O (19.1860, 18.3132, 15.7009)
H (17.0592, 20.2393, 17.3689)
H (17.9110, 20.7230, 15.8770)
H (18.7969, 20.3148, 17.3730)
H (18.1010, 17.9645, 17.2697)
H (16.6760, 18.8755, 14.6952)
H (16.1963, 17.4890, 15.7083)

Forces on atoms 1 to 6 (eV/Å):
0.0 0.2 -0.7
0.5 -0.3 1.2
0.9 -0.1 -2.3
1.4 -0.4 0.1
-3.7 -0.1 -0.5
0.1 2.3 0.5

Atom charges from the Löwdin analysis, given in e for atoms 1 to 5:
1 C -0.053
2 C -0.274
3 O -0.226
4 P 0.596
5 O -0.261